Record 1
{"formula": "C20H16AsCuF38O4", "method": "wB97M-V/def2-TZVPD", "homo_lumo_gap_ev": 10.34, "energy_ev": -237933.0880, "species": ["Cu", "As", "F", "F", "F", "F", "F", "F", "C", "C", "C", "F", "F", "F", "F", "O", "C", "C", "F", "F", "F", "F", "H", "H", "H", "H", "C", "C", "C", "F", "F", "F", "F", "O", "C", "C", "F", "F", "F", "F", "H", "H", "H", "H", "C", "C", "C", "F", "F", "F", "F", "O", "C", "C", "F", "F", "F", "F", "H", "H", "H", "H", "C", "C", "C", "F", "F", "F", "F", "O", "C", "C", "F", "F", "F", "F", "H", "H", "H", "H"], "coordinates": [[-16.19145, 0.97025, -6.40916], [-15.57690, 4.05300, -5.57011], [-14.86168, 2.87852, -6.75256], [-16.16477, 2.51635, -4.78854], [-16.23499, 5.13801, -4.31001], [-14.96440, 5.51386, -6.43445], [-17.04487, 4.12258, -6.57264], [-14.03075, 3.91153, -4.70413], [-12.22925, -1.42019, -2.43489], [-12.81710, -1.25767, -3.86446], [-14.37007, -1.16590, -3.89018], [-14.85563, -0.35822, -2.95829], [-14.96952, -0.76704, -5.04314], [-12.31567, -0.08751, -4.27789], [-12.41317, -2.15838, -4.78556], [-12.21782, -2.81628, -2.13196], [-12.15257, -3.06551, -0.75029], [-11.99783, -4.49424, -0.49233], [-11.89577, -4.97395, 0.79018], [-12.85622, -5.26620, -1.09653], [-11.11520, -2.41987, -0.19465], [-13.20211, -2.56307, -0.21364], [-12.75788, -0.79712, -1.71349], [-11.20588, -1.05798, -2.33674], [-14.75095, -2.15516, -3.63646], [-11.04646, -4.83634, -0.89968], [-20.19263, -3.32757, -7.53335], [-21.55553, -2.84568, -8.02993], [-22.52980, -2.32001, -6.91335], [-22.78327, -3.33111, -6.09199], [-22.15656, -1.30943, -6.12424], [-21.46736, -1.85993, -8.88855], [-22.10274, -3.82961, -8.71700], [-19.55078, -2.25210, -6.84342], [-18.90075, -2.41435, -5.56031], [-18.60968, -1.08081, -4.87963], [-17.89816, -1.11229, -3.75429], [-17.98762, -0.23231, -5.67556], [-19.66738, -3.07764, -4.69342], [-17.80609, -3.10669, -5.71960], [-19.55757, -3.65069, -8.35821], [-20.31409, -4.19755, -6.88800], [-23.51304, -2.01565, -7.27213], [-19.48077, -0.47208, -4.63725], [-21.87060, 2.75774, -7.34788], [-20.64579, 1.88758, -7.31605], [-19.41421, 2.68433, -7.51383], [-18.27969, 2.06675, -7.17585], [-19.30060, 3.25955, -8.70304], [-20.53862, 1.17658, -6.20441], [-20.75130, 0.94248, -8.24221], [-21.79682, 3.76892, -6.34035], [-23.02435, 4.36218, -5.98786], [-22.75174, 5.42396, -4.93195], [-23.86622, 6.10626, -4.54664], [-22.11248, 4.98994, -3.78695], [-23.63771, 4.92866, -7.05667], [-23.90160, 3.46178, -5.51030], [-22.68448, 2.03332, -7.31773], [-21.97678, 3.16566, -8.35307], [-19.46722, 3.51132, -6.80575], [-22.12622, 6.20210, -5.36937], [-14.63606, -0.22324, -9.04741], [-13.65474, -0.63311, -7.96756], [-12.19298, -0.80859, -8.48141], [-11.93397, -1.92877, -9.16038], [-11.83524, 0.21072, -9.27876], [-13.73044, 0.37187, -7.07805], [-13.99095, -1.74447, -7.27074], [-15.98709, -0.27119, -8.59102], [-16.99254, -0.81578, -9.43686], [-16.97231, -2.35805, -9.47797], [-15.91614, -2.83999, -10.11940], [-17.02342, -2.95797, -8.25477], [-18.14229, -0.33404, -8.93285], [-16.84015, -0.28946, -10.67115], [-14.43932, -0.87526, -9.89846], [-14.41023, 0.72899, -9.52735], [-11.55914, -0.90795, -7.60024], [-17.87823, -2.65120, -10.00851]], "forces_ev_per_angstrom": [[0.360, 0.458, -0.065], [1.309, 1.933, -0.010], [-0.697, 0.556, 0.111], [-0.121, 0.914, -0.277], [0.363, -1.731, -1.293], [-0.606, -1.988, 0.738], [1.149, -0.018, 1.136], [-1.553, 0.070, -0.513], [0.338, -0.641, -0.270], [-0.043, 1.330, 0.258], [-0.629, -1.769, 0.549], [0.320, 1.091, 1.002], [0.777, -0.101, -0.372], [0.206, 1.212, -0.426], [-0.155, -0.535, 0.558], [0.111, -0.701, 1.219], [0.564, 1.589, -1.925], [3.683, -3.932, 0.090], [-0.731, 1.551, 0.333], [-2.595, -0.523, -1.049], [0.926, 0.183, 0.131], [-2.996, 1.041, 1.779], [-0.623, -0.293, -0.164], [0.101, 0.084, -0.868], [0.003, -0.350, -0.351], [0.523, 0.800, -0.306], [0.508, -0.041, 1.013], [0.538, 0.786, 1.990], [-1.447, -0.428, -0.296], [0.065, -1.753, 0.986], [1.352, 0.782, -0.155], [0.824, 2.064, -1.332], [-1.069, -1.662, -0.120], [0.884, 0.926, 2.024], [-1.700, -0.045, -1.753], [-2.147, 2.189, 0.696], [0.668, -1.456, 0.497], [1.871, 0.832, -2.350], [-0.682, -0.539, 0.202], [1.510, -0.858, -0.137], [-0.173, 0.177, -0.237], [-0.271, 0.024, 0.095], [0.152, -0.015, -1.062], [-0.958, -1.079, 0.081], [-0.662, -0.283, -0.720], [0.114, -0.219, -0.615], [0.770, 2.927, 2.271], [0.593, -1.655, -0.557], [-0.132, -0.424, -1.436], [0.057, 0.016, 2.150], [-0.524, -0.736, -1.993], [-1.660, 0.180, 0.137], [0.499, -1.112, 0.068], [1.194, 2.177, 1.019], [-0.171, -1.040, -0.221], [-0.871, -0.353, -1.346], [0.483, 0.005, 0.209], [0.097, -0.368, -0.035], [-0.435, 0.256, 0.905], [0.350, 0.455, 0.021], [-0.156, 0.140, 0.255], [0.378, -0.263, -0.200], [0.147, -1.252, -1.928], [-0.566, 0.288, -0.762], [0.536, 0.079, 1.357], [-0.935, -0.846, -0.672], [-0.208, 0.493, 0.095], [0.904, 0.728, 0.872], [-0.035, -0.222, -0.798], [-0.456, -0.267, 0.122], [1.560, 1.691, 1.418], [-1.750, -0.501, -0.014], [0.847, 0.169, -0.330], [0.222, 0.925, -0.311], [0.407, -0.855, -0.242], [-0.113, -0.710, 0.138], [-0.502, -0.597, 0.010], [0.111, 0.439, 0.909], [0.117, 0.730, 0.251], [-0.117, -0.130, -0.182]], "mulliken_charge": [1.548, 2.071, -0.562, -0.580, -0.487, -0.503, -0.468, -0.507, -1.012, 1.056, -0.026, -0.315, -0.194, -0.311, -0.304, -0.343, 0.964, 0.162, -0.281, -0.227, -0.298, -0.269, 0.402, 0.409, 0.260, 0.186, -0.971, 1.024, -0.005, -0.300, -0.158, -0.241, -0.348, 0.018, 0.867, 0.066, -0.308, 0.107, -0.297, -0.245, 0.292, 0.443, 0.276, -0.063, -1.406, 1.486, -0.513, -0.084, -0.329, -0.351, -0.293, -0.275, 0.822, 0.202, -0.269, -0.231, -0.290, -0.287, 0.511, 0.355, 0.427, 0.218, -1.235, 1.019, -0.033, -0.278, -0.282, -0.195, -0.310, -0.490, 0.851, 0.061, -0.285, -0.184, -0.149, -0.320, 0.608, 0.368, 0.354, 0.279]}


Record 2
{"formula": "C22H18AuClNO6", "method": "wB97M-V/def2-TZVPD", "homo_lumo_gap_ev": [6.53, 7.83], "energy_ev": -53093.8397, "spin_multiplicity": 3, "total_charge": -1, "de_lowest_kcal_mol": 0.0, "species": ["Au", "C", "H", "H", "H", "O", "C", "O", "C", "C", "C", "C", "C", "C", "N", "O", "O", "H", "H", "H", "H", "C", "C", "C", "C", "C", "C", "C", "H", "H", "H", "H", "H", "H", "H", "Cl", "C", "C", "C", "C", "C", "C", "C", "O", "O", "H", "H", "H", "H"], "coordinates": [[0.10058, -1.83157, 1.66750], [-0.34647, -1.91350, 3.75763], [-1.41480, -1.73665, 3.84256], [0.23886, -1.11963, 4.21327], [-0.05983, -2.90489, 4.09632], [-0.99295, -5.21261, -0.69159], [-0.56238, -4.09968, -0.42430], [0.04814, -3.77769, 0.65522], [-0.83754, -2.99424, -1.45498], [-1.84778, -3.20413, -2.38993], [-2.17265, -2.23535, -3.32417], [-1.45160, -1.05731, -3.31740], [-0.42459, -0.81498, -2.43011], [-0.12634, -1.80169, -1.50239], [-1.78466, -0.00781, -4.31660], [-1.13515, 1.01760, -4.29977], [-2.68906, -0.24010, -5.09602], [-2.37965, -4.14506, -2.35298], [-2.96618, -2.38032, -4.04165], [0.11529, 0.11973, -2.45931], [0.69464, -1.61757, -0.82203], [2.45426, -1.91204, 1.44808], [2.89293, -0.53960, 1.52846], [3.11059, 0.09363, 2.76045], [3.47062, 1.42811, 2.82053], [3.62593, 2.16974, 1.65424], [3.41827, 1.55655, 0.42278], [3.05546, 0.22410, 0.36121], [2.63392, -2.56329, 2.29473], [2.52007, -2.40284, 0.48452], [2.97242, -0.47369, 3.67339], [3.62466, 1.89848, 3.78371], [3.90243, 3.21489, 1.70341], [3.53437, 2.12260, -0.49347], [2.88102, -0.24487, -0.60077], [-2.52180, 5.89406, -1.47469], [-2.13413, 4.32757, -0.79562], [-0.81168, 4.00952, -0.54308], [-0.51486, 2.77080, 0.00640], [-1.52721, 1.85946, 0.28076], [-2.84622, 2.19552, 0.00421], [-3.15994, 3.43771, -0.52543], [-1.20030, 0.50074, 0.84446], [-2.00487, -0.42671, 0.71869], [-0.05122, 0.41386, 1.40484], [-0.03329, 4.72414, -0.77241], [0.50616, 2.49809, 0.24107], [-3.62028, 1.46520, 0.19754], [-4.18313, 3.71570, -0.73725]], "forces_ev_per_angstrom": [[0.041, 0.144, -0.194], [-0.022, 0.016, -0.048], [-0.021, 0.006, 0.019], [-0.007, 0.010, 0.044], [-0.006, -0.012, 0.043], [0.149, -0.222, -0.073], [-0.480, 0.319, 0.073], [0.259, -0.072, 0.011], [0.125, 0.018, -0.009], [-0.097, -0.027, 0.049], [-0.009, -0.156, 0.101], [-0.067, 0.438, -0.355], [0.013, -0.158, 0.107], [0.142, 0.114, -0.048], [0.054, -0.371, 0.337], [-0.012, 0.058, -0.070], [-0.015, 0.080, -0.070], [0.010, 0.008, -0.017], [0.009, 0.015, -0.003], [-0.003, 0.005, -0.009], [0.015, -0.071, 0.107], [0.208, 0.148, -0.005], [-0.139, -0.248, -0.105], [0.029, 0.104, 0.063], [-0.015, -0.059, -0.009], [0.005, 0.002, -0.007], [-0.014, -0.061, 0.008], [0.021, 0.106, -0.039], [-0.026, 0.025, 0.046], [-0.040, -0.038, -0.015], [-0.001, -0.008, 0.007], [0.000, 0.008, 0.008], [0.001, 0.013, 0.008], [0.002, 0.016, 0.000], [0.002, -0.007, -0.006], [0.023, -0.080, 0.036], [-0.047, 0.083, -0.034], [0.010, -0.014, 0.004], [0.015, 0.052, 0.077], [-0.057, 0.020, -0.026], [-0.001, 0.008, -0.083], [-0.004, 0.001, -0.007], [0.146, 0.080, 0.069], [-0.124, 0.116, 0.001], [-0.097, -0.368, 0.001], [0.016, -0.008, 0.009], [0.009, -0.005, -0.016], [0.007, -0.018, 0.023], [-0.006, -0.011, -0.005]], "lowdin_spin": [0.624, 0.347, 0.031, 0.026, 0.030, 0.011, 0.007, 0.076, 0.001, 0.001, 0.001, 0.001, 0.002, 0.008, 0.000, 0.000, 0.000, 0.000, 0.000, 0.000, 0.004, 0.389, 0.028, 0.074, -0.007, 0.086, -0.007, 0.075, 0.019, 0.020, 0.003, -0.003, 0.006, -0.003, 0.003, 0.000, 0.000, 0.000, 0.001, 0.006, 0.001, 0.000, 0.008, 0.007, 0.125, 0.000, 0.000, 0.000, 0.000]}


Record 3
{"formula": "C28H38CrN4O5", "method": "wB97M-V/def2-TZVPD", "homo_lumo_gap_ev": [7.86, 7.81], "energy_ev": -74270.1659, "spin_multiplicity": 4, "total_charge": 1, "de_lowest_kcal_mol": 1.8, "species": ["Cr", "C", "N", "C", "C", "O", "C", "O", "C", "C", "O", "N", "C", "C", "H", "H", "H", "H", "H", "H", "H", "H", "H", "H", "H", "H", "H", "H", "H", "H", "O", "C", "O", "C", "C", "C", "C", "C", "C", "C", "C", "C", "N", "H", "H", "H", "H", "H", "H", "N", "C", "C", "C", "C", "C", "C", "H", "H", "H", "H", "H", "H", "H", "C", "C", "C", "C", "H", "H", "H", "H", "H", "H", "H", "H", "H"], "coordinates": [[0.19123, -0.39515, -0.81325], [-0.94717, -5.36337, 0.71994], [-1.08467, -4.31774, -0.29136], [-1.67041, -4.70451, -1.57391], [-0.62284, -3.08754, -0.10535], [-0.71716, -2.21165, -0.98394], [0.04617, -2.78986, 1.22664], [0.32449, -1.40649, 1.35000], [1.65548, -1.09913, 1.75102], [2.53677, -1.06450, 0.50433], [2.00678, -1.37204, -0.58970], [3.79971, -0.71317, 0.62037], [4.62392, -0.51532, -0.56948], [4.34757, -0.23330, 1.88648], [-1.46229, -6.24905, 0.36032], [-1.40694, -5.07173, 1.66357], [0.09863, -5.62406, 0.88824], [-1.09545, -5.52515, -2.00211], [-1.64899, -3.85863, -2.25095], [-2.69945, -5.02972, -1.42281], [0.96124, -3.38616, 1.28685], [-0.60582, -3.09796, 2.04758], [2.01678, -1.82694, 2.48105], [1.63391, -0.11379, 2.21297], [4.08005, -0.85403, -1.44375], [5.54948, -1.07942, -0.46501], [4.85547, 0.54512, -0.67343], [4.00388, -0.83960, 2.72130], [4.07362, 0.81050, 2.05044], [5.43068, -0.31120, 1.84266], [0.67373, 2.92264, 1.24825], [0.34321, 2.07587, 0.45155], [1.09169, 1.09482, 0.02832], [-1.05077, 2.06075, -0.13921], [-1.85561, 3.20437, -0.06853], [-3.07837, 3.17070, -0.67147], [-3.50587, 1.99446, -1.32287], [-4.75708, 1.91273, -1.98060], [-5.13384, 0.76459, -2.60927], [-4.27814, -0.35884, -2.59726], [-3.06679, -0.31552, -1.96871], [-2.65038, 0.87098, -1.32356], [-1.41702, 0.93764, -0.73255], [-1.47104, 4.07030, 0.44989], [-3.73034, 4.03555, -0.66318], [-5.40249, 2.78208, -1.97304], [-6.08776, 0.70654, -3.11586], [-4.58790, -1.26612, -3.10015], [-2.41296, -1.17358, -1.96273], [-2.78878, -1.13559, 1.53915], [-3.72932, -0.08882, 1.58599], [-3.41261, 1.10758, 2.22266], [-4.32499, 2.15125, 2.23781], [-5.55843, 2.02115, 1.61640], [-5.86956, 0.82907, 0.97550], [-4.96417, -0.21863, 0.95444], [-3.22003, -2.04396, 1.44206], [-2.15235, -1.12181, 2.32323], [-2.45085, 1.21955, 2.71223], [-4.06771, 3.07206, 2.74601], [-6.27289, 2.83284, 1.64038], [-6.82882, 0.71023, 0.48804], [-5.21426, -1.14468, 0.44913], [1.77154, 1.92332, -3.16109], [0.42974, 1.24452, -3.42505], [0.16305, 1.17543, -4.92971], [0.37900, -0.15231, -2.81580], [1.79603, 2.92945, -3.58259], [2.57628, 1.35014, -3.63197], [1.99128, 1.99389, -2.09572], [-0.36178, 1.86236, -2.98360], [0.91890, 0.55927, -5.42350], [0.19409, 2.16850, -5.38228], [-0.81490, 0.73792, -5.13965], [1.29047, -0.70996, -3.06621], [-0.47155, -0.72111, -3.21194]], "forces_ev_per_angstrom": [[-0.014, 0.022, 0.044], [-0.013, 0.005, -0.012], [0.008, 0.010, 0.024], [-0.003, -0.006, 0.011], [-0.031, 0.008, -0.032], [0.052, -0.012, -0.023], [-0.005, 0.000, -0.002], [0.044, -0.002, 0.002], [0.005, 0.003, -0.032], [0.004, -0.014, 0.004], [-0.028, 0.012, 0.035], [-0.013, -0.005, 0.041], [0.000, 0.013, 0.003], [0.014, -0.005, -0.028], [0.005, -0.002, 0.001], [0.005, -0.007, 0.004], [0.000, -0.001, 0.007], [-0.002, 0.000, -0.003], [-0.002, -0.001, -0.004], [0.000, 0.002, -0.004], [0.005, 0.002, -0.006], [0.008, 0.005, 0.002], [0.014, -0.008, -0.005], [-0.017, 0.002, -0.011], [0.003, 0.002, -0.002], [0.003, 0.004, -0.002], [0.000, 0.000, -0.006], [-0.006, 0.009, 0.005], [0.003, 0.000, 0.006], [0.000, -0.008, 0.003], [-0.023, 0.016, -0.035], [0.069, -0.031, 0.085], [-0.072, 0.000, -0.026], [-0.051, 0.069, -0.036], [0.002, -0.027, -0.031], [0.021, -0.001, -0.017], [-0.003, 0.001, -0.021], [0.029, 0.017, 0.008], [-0.010, -0.011, -0.009], [0.006, 0.000, 0.004], [-0.017, 0.030, -0.014], [0.028, -0.003, 0.005], [0.039, -0.014, -0.026], [0.003, 0.001, 0.002], [-0.002, -0.001, 0.003], [-0.005, -0.002, 0.002], [0.002, 0.002, -0.005], [-0.001, 0.001, -0.002], [-0.002, -0.008, 0.008], [0.037, -0.102, -0.062], [0.000, 0.047, -0.002], [-0.002, -0.014, 0.005], [-0.016, 0.002, 0.028], [0.004, -0.009, 0.012], [-0.014, -0.011, 0.008], [-0.009, -0.002, 0.022], [-0.052, 0.013, 0.057], [0.000, 0.017, 0.008], [0.004, -0.002, 0.000], [0.002, 0.000, 0.000], [-0.002, 0.002, 0.000], [0.000, 0.001, 0.001], [-0.001, -0.001, 0.002], [0.037, -0.017, -0.003], [0.023, 0.019, 0.010], [-0.009, 0.006, -0.025], [-0.006, -0.033, 0.022], [-0.013, 0.002, -0.001], [-0.005, 0.000, -0.008], [-0.016, 0.001, 0.016], [-0.001, -0.005, 0.009], [0.002, -0.002, 0.006], [0.000, 0.003, 0.004], [0.000, 0.000, 0.006], [-0.005, -0.013, -0.012], [-0.006, 0.026, -0.019]], "lowdin_spin": [3.052, 0.000, 0.006, 0.001, 0.005, 0.019, 0.001, 0.013, 0.001, 0.003, 0.010, 0.001, 0.000, 0.000, 0.000, 0.000, 0.000, 0.000, 0.000, 0.000, 0.000, 0.000, 0.000, 0.000, 0.000, 0.000, 0.000, 0.000, 0.000, 0.000, 0.011, 0.007, 0.013, 0.011, -0.002, 0.010, -0.001, 0.002, -0.002, 0.002, 0.000, 0.004, -0.014, 0.000, 0.000, 0.000, 0.000, 0.000, 0.001, 0.001, 0.000, 0.000, 0.000, 0.000, 0.000, 0.000, 0.000, 0.000, 0.000, 0.000, 0.000, 0.000, 0.000, 0.000, -0.010, -0.009, -0.132, 0.000, 0.000, 0.000, -0.002, 0.000, -0.002, 0.000, -0.002, -0.001]}